No. 1
A 16-piece molecular cluster, C48H128O16 overall. Source: the OMol25 dataset; level of theory: the ωB97M-V functional and the def2-TZVPD basis.

As for the energy: -84611.9010 eV. The relative energy (zero: lowest compared OMol25 entry of this formula, charge and spin) is 206.3 kJ/mol. Its HOMO energy is -9.1959 eV. For the HOMO-LUMO gap, the calculation gives 0.34798 Ha. The value obtained for the maximum force is 2.0 eV Å⁻¹.

```
192
Properties=species:S:1:pos:R:3:mulliken_charge:R:1
C -4.644 -2.122 -0.540 -0.122
C -4.968 -3.479 -0.031 0.178
C -4.871 -4.659 -1.037 -1.465
O -4.187 -3.768 1.147 -0.178
H -3.567 -2.116 -0.737 -0.316
H -4.839 -1.356 0.191 0.127
H -5.077 -2.000 -1.530 0.395
H -5.989 -3.422 0.392 0.428
H -3.822 -4.805 -1.346 0.043
H -5.517 -4.444 -1.895 0.497
H -5.141 -5.508 -0.412 0.450
H -3.302 -4.013 0.832 0.034
C 2.147 -3.768 4.920 -1.526
C 2.230 -2.429 4.183 0.794
C 1.506 -2.441 2.860 2.110
O 1.548 -1.398 5.003 -0.564
H 1.145 -4.075 5.220 0.289
H 2.696 -3.673 5.866 0.520
H 2.584 -4.571 4.341 0.231
H 3.300 -2.134 4.098 -0.162
H 0.481 -2.733 2.957 -0.942
H 2.025 -3.172 2.236 -0.525
H 1.496 -1.465 2.359 -0.522
H 1.955 -1.468 5.867 0.326
C 5.683 1.781 1.772 -1.453
C 5.339 0.387 2.300 2.331
C 6.476 -0.610 2.245 -1.363
O 4.910 0.503 3.635 -0.720
H 6.346 2.318 2.453 0.416
H 4.752 2.360 1.703 0.175
H 6.116 1.763 0.757 0.334
H 4.516 0.006 1.669 -0.907
H 7.365 -0.325 2.814 0.417
H 6.693 -0.814 1.196 0.314
H 6.120 -1.595 2.614 0.175
H 4.047 0.959 3.699 0.386
C -2.005 -1.863 3.465 -0.102
C -3.446 -1.504 3.863 -0.243
C -4.016 -0.253 3.175 -0.438
O -4.395 -2.587 3.744 -0.610
H -1.934 -1.930 2.358 0.182
H -1.675 -2.720 4.050 0.253
H -1.287 -1.095 3.823 -0.005
H -3.500 -1.272 4.944 0.360
H -4.953 -0.011 3.622 0.486
H -4.222 -0.450 2.105 -0.326
H -3.326 0.593 3.347 0.131
H -4.264 -3.010 2.869 0.475
C 4.777 -4.746 2.162 -1.139
C 5.225 -4.345 0.794 0.331
C 4.455 -3.131 0.339 0.450
O 6.608 -3.948 0.853 -0.573
H 5.334 -5.631 2.503 0.436
H 3.745 -5.037 2.169 0.023
H 5.017 -3.938 2.835 0.305
H 5.209 -5.253 0.151 0.333
H 4.562 -2.324 1.051 -0.370
H 3.433 -3.418 0.209 -0.445
H 4.840 -2.750 -0.601 0.357
H 7.196 -4.632 1.183 0.307
C -2.659 3.282 -2.110 0.666
C -3.288 2.002 -2.641 2.257
C -4.367 1.403 -1.697 -1.184
O -3.811 2.223 -3.958 -0.631
H -2.607 3.275 -0.989 -0.641
H -3.310 4.126 -2.390 0.541
H -1.661 3.423 -2.514 -0.678
H -2.548 1.211 -2.670 -1.452
H -5.252 2.003 -1.551 0.580
H -3.875 1.266 -0.701 0.007
H -4.667 0.447 -2.090 0.128
H -4.564 2.772 -3.774 0.477
C 0.476 3.587 -5.963 -1.571
C 0.203 2.652 -4.772 0.714
C -0.953 1.690 -5.066 -0.888
O 1.418 1.948 -4.431 -0.311
H 0.877 3.028 -6.802 0.448
H 1.163 4.366 -5.697 0.336
H -0.508 3.959 -6.228 0.431
H 0.053 3.298 -3.894 -0.133
H -1.835 2.260 -5.340 0.453
H -1.189 1.169 -4.131 -0.309
H -0.771 0.988 -5.891 0.458
H 1.899 1.766 -5.250 0.192
C -2.666 -2.210 -4.051 -0.057
C -3.645 -1.667 -5.146 0.419
C -4.536 -2.735 -5.733 -1.530
O -4.544 -0.771 -4.500 -0.590
H -3.208 -2.848 -3.324 -0.154
H -2.305 -1.297 -3.562 -0.129
H -1.797 -2.750 -4.420 0.427
H -3.081 -1.202 -5.947 0.304
H -4.967 -3.382 -4.951 0.240
H -3.942 -3.375 -6.376 0.397
H -5.283 -2.284 -6.377 0.418
H -4.186 0.123 -4.443 0.329
C 0.121 6.890 1.679 -1.418
C -1.166 6.078 1.469 0.232
C -0.898 4.678 0.927 0.373
O -1.788 5.952 2.808 -0.543
H 0.771 7.063 0.844 0.378
H 0.669 6.386 2.462 0.290
H -0.173 7.911 1.969 0.431
H -1.896 6.547 0.799 0.276
H -0.655 4.833 -0.136 0.279
H -1.764 4.019 0.976 -0.329
H 0.011 4.258 1.387 -0.265
H -1.734 6.830 3.166 0.313
C 1.150 -5.660 -1.655 -1.832
C 1.276 -4.118 -1.591 1.619
C 0.518 -3.420 -2.715 -1.525
O 0.846 -3.637 -0.317 -0.027
H 0.103 -5.916 -1.586 0.326
H 1.713 -6.095 -0.839 0.415
H 1.453 -6.047 -2.639 0.400
H 2.353 -3.873 -1.716 -0.155
H -0.534 -3.590 -2.498 0.237
H 0.689 -3.885 -3.663 0.760
H 0.678 -2.327 -2.797 -0.037
H 0.904 -2.668 -0.367 -0.484
C 1.880 3.414 3.603 -1.713
C 1.337 2.137 4.154 0.634
C -0.068 1.854 3.726 -0.705
O 2.226 1.124 3.770 -0.268
H 1.219 4.216 3.945 0.442
H 1.898 3.340 2.534 0.150
H 2.917 3.590 3.939 0.438
H 1.308 2.260 5.248 0.473
H -0.813 2.516 4.240 0.496
H -0.298 0.820 4.044 0.088
H -0.320 1.912 2.652 -0.176
H 1.913 0.307 4.226 0.078
C -0.311 -5.414 2.481 -0.306
C -1.242 -5.709 1.356 0.800
C -2.545 -6.339 1.936 -1.817
O -1.590 -4.479 0.719 0.676
H -0.751 -4.532 3.047 -0.222
H 0.723 -5.155 2.165 -0.337
H -0.152 -6.255 3.145 0.523
H -0.786 -6.377 0.622 0.117
H -3.269 -6.422 1.140 0.359
H -2.948 -5.775 2.748 0.391
H -2.414 -7.342 2.356 0.459
H -0.797 -4.067 0.307 -0.325
C -5.931 5.528 2.724 -1.527
C -5.120 5.138 1.515 0.933
C -4.729 3.662 1.608 -0.873
O -5.916 5.303 0.337 -0.558
H -6.853 4.953 2.722 0.365
H -6.242 6.593 2.741 0.402
H -5.328 5.289 3.601 0.328
H -4.232 5.768 1.503 -0.124
H -4.065 3.474 2.457 0.402
H -4.184 3.353 0.730 -0.308
H -5.635 3.079 1.751 0.566
H -6.120 6.242 0.297 0.358
C 4.421 0.519 -1.800 -0.508
C 3.601 -0.105 -2.894 0.627
C 3.865 -1.599 -3.100 -0.933
O 2.199 0.017 -2.592 -0.259
H 4.348 1.614 -1.781 -0.122
H 5.502 0.235 -1.884 0.460
H 4.086 0.104 -0.838 -0.281
H 3.803 0.512 -3.830 0.343
H 3.844 -2.031 -2.127 -0.411
H 4.797 -1.750 -3.635 0.574
H 3.073 -2.039 -3.721 0.302
H 1.917 0.829 -3.050 -0.171
C 3.274 4.456 -3.025 -0.567
C 3.911 5.451 -2.051 0.325
C 5.303 4.932 -1.436 -0.901
O 3.970 6.820 -2.562 -0.553
H 2.313 4.879 -3.334 0.255
H 3.123 3.504 -2.555 -0.114
H 3.866 4.303 -3.942 0.391
H 3.193 5.526 -1.215 0.098
H 5.860 5.689 -0.882 0.370
H 5.924 4.530 -2.265 0.286
H 5.060 4.189 -0.671 0.045
H 4.542 6.751 -3.345 0.358
C 0.315 1.499 0.040 -0.416
C -0.101 0.014 -0.004 0.985
C -1.194 -0.281 -1.044 1.460
O 1.063 -0.774 -0.167 1.541
H 0.761 1.879 -0.900 -0.116
H 1.005 1.588 0.879 0.107
H -0.623 2.035 0.224 -0.010
H -0.405 -0.263 1.015 -0.759
H -2.019 0.390 -0.821 -0.581
H -1.551 -1.332 -1.036 -0.770
H -0.898 0.002 -2.093 -0.420
H 1.456 -0.506 -1.045 -0.917
```

***

No. 2
An isolated ion of composition C4H7N2 and charge +1. Source: the OMol25 dataset; level of theory: the ωB97M-V functional and the def2-TZVPD basis.

The total charge is +1. As for the energy: -7230.5240 eV. The relative energy (zero: lowest compared OMol25 entry of this formula, charge and spin) is 503.1 kJ/mol. Its HOMO energy is -14.5843 eV. For the HOMO-LUMO gap, the calculation gives 0.32028 Ha. The SMILES is C#[N+]CN1CC1. The value obtained for the maximum force is 3.7 eV Å⁻¹.

```
13
Properties=species:S:1:pos:R:3:mulliken_charge:R:1
C 2.055 0.762 -0.355 0.125
N 1.739 -0.312 -0.081 0.083
C 0.738 -1.276 0.115 -0.313
N -0.588 -0.767 0.446 -0.226
C -1.116 0.030 -0.636 -0.407
C -0.759 0.616 0.679 -0.298
H 2.708 1.490 -0.791 0.384
H 0.925 -1.940 0.984 0.295
H 0.785 -1.885 -0.796 0.348
H -2.094 -0.220 -0.770 0.300
H -0.556 0.342 -1.437 0.287
H -0.008 1.412 0.670 0.149
H -1.663 0.785 1.219 0.272
```

***

No. 3
H3N3O2P as an isolated structure. Source: the OMol25 dataset; level of theory: the ωB97M-V functional and the def2-TZVPD basis.

The total charge is -1. As for the energy: -17900.7491 eV. The relative energy (zero: lowest compared OMol25 entry of this formula, charge and spin) is 520.2 kJ/mol. Its HOMO energy (spin up / spin down) is -3.4512 / -3.4524 eV. For the HOMO-LUMO gap (spin up / spin down), the calculation gives 0.26927 / 0.26932 Ha. The value obtained for the maximum force is 8.3 eV Å⁻¹.

```
9
Properties=species:S:1:pos:R:3:mulliken_charge:R:1
N -1.080 -1.626 0.079 -0.492
N 0.154 -1.351 0.044 0.056
N -0.351 1.286 -0.670 -0.553
O 0.691 0.628 2.201 -0.882
O 2.042 0.068 -0.668 -0.581
P 0.793 0.191 0.018 0.740
H -1.275 -2.618 0.061 0.203
H -1.086 1.317 -0.020 0.263
H 0.111 2.104 -1.046 0.246
```

***

No. 4
An isolated ion of composition C16H18NO2 and charge +1. Source: the OMol25 dataset; level of theory: the ωB97M-V functional and the def2-TZVPD basis.

The total charge is +1. As for the energy: -22461.2409 eV. The relative energy (zero: lowest compared OMol25 entry of this formula, charge and spin) is 187.1 kJ/mol. Its HOMO energy is -11.4623 eV. For the HOMO-LUMO gap, the calculation gives 0.29965 Ha. The SMILES is COc1ccc([C@@H]([NH3+])c2ccc3c(c2)CCO3)cc1. The value obtained for the maximum force is 4.1 eV Å⁻¹.

```
37
Properties=species:S:1:pos:R:3:mulliken_charge:R:1
C -1.628 -4.705 3.425 -0.782
O -2.560 -4.041 2.556 -0.424
C -2.080 -3.091 1.702 0.553
C -3.046 -2.347 1.003 -0.595
C -2.694 -1.215 0.247 -0.888
C -1.378 -0.754 0.240 0.263
C -1.168 0.576 -0.415 -0.233
N -2.188 1.645 0.058 -0.179
C 0.245 1.062 -0.581 0.595
C 1.243 0.810 0.375 -0.969
C 2.567 1.270 0.231 -1.234
C 2.874 2.035 -0.916 -0.046
C 1.920 2.219 -1.910 0.960
C 0.627 1.691 -1.775 -0.571
C 2.527 3.076 -2.962 -0.634
C 3.950 3.354 -2.423 -0.351
O 4.061 2.657 -1.137 -0.496
C -0.379 -1.663 0.674 -0.507
C -0.727 -2.772 1.470 -0.500
H -2.234 -5.355 4.062 0.239
H -0.931 -5.304 2.828 0.323
H -1.099 -3.962 4.031 0.349
H -4.074 -2.666 1.103 0.450
H -3.506 -0.746 -0.320 0.315
H -1.690 0.597 -1.463 0.310
H -1.885 1.776 1.030 0.424
H -3.174 1.164 -0.104 0.408
H -2.068 2.438 -0.641 0.424
H 1.027 0.259 1.293 0.776
H 3.316 1.132 0.976 0.486
H -0.073 1.818 -2.610 0.372
H 2.575 2.576 -3.928 0.290
H 2.006 4.021 -3.107 0.264
H 4.138 4.422 -2.239 0.279
H 4.746 2.990 -3.082 0.269
H 0.694 -1.561 0.438 0.704
H 0.068 -3.404 1.871 0.357
```